DFT (the ωB97M-V functional and the def2-TZVPD basis) results for one molecule with the formula C24H45ClNO7P.

```
79
Properties=species:S:1:pos:R:3:forces:R:3
Cl -2.0454 -0.5549 -3.7240 -0.01 0.07 0.08
P -0.3683 1.7598 2.5300 -0.78 0.24 0.58
O -1.0697 1.7076 -2.9421 0.10 -0.31 0.15
O 0.7114 0.7409 3.1416 0.03 0.07 0.02
O 2.7014 -0.9749 -3.1692 -0.10 0.16 0.47
O 2.7357 1.1642 -1.0477 -0.04 -0.16 0.11
O 0.3927 3.1708 2.6846 0.16 -0.05 0.27
O 4.4537 0.3341 -3.5958 0.01 -0.23 -0.06
O 1.1049 1.7741 0.4843 -0.21 -0.10 -0.14
N -1.7009 1.7322 3.3052 0.31 -0.25 -0.50
C -0.6392 0.1743 -0.0107 -0.59 -0.34 0.99
C 1.5354 -1.0373 0.6761 -0.01 0.51 0.17
C -1.2525 -0.8674 0.9808 -0.32 0.29 -0.32
C -6.0414 -0.8923 0.4750 -0.16 -0.41 -0.23
C 3.8965 -1.7590 -0.2430 0.61 0.26 -0.18
C -1.4862 0.6805 -2.5204 -0.17 0.31 -0.38
C -6.3911 -1.7429 -0.7614 0.26 0.05 0.20
C -0.3471 1.5864 0.6883 1.36 -0.09 -0.59
C -2.2387 3.4442 0.6984 -0.22 0.09 -0.69
C 0.7942 -0.3026 -0.4788 0.38 -0.25 -0.12
C 5.9828 -1.6175 1.2989 0.45 -0.24 0.00
C -2.7309 -0.6857 1.3839 -0.29 -0.15 0.00
C 7.3853 -1.3964 0.7244 -0.06 0.17 0.36
C 3.3552 -0.0492 -3.8715 0.48 0.30 -0.15
C -3.6778 -1.7741 0.8557 -0.03 0.25 0.60
C -1.7648 0.2559 -1.1013 0.60 -0.03 -0.11
C 0.7791 -1.2514 -1.7060 -0.18 0.28 -0.24
C -5.0937 -1.6092 1.4351 0.07 0.25 -0.15
C 5.0833 -2.4879 0.4054 -0.37 0.10 0.15
C 1.3931 1.0839 -0.7265 -0.41 0.33 -0.33
C -1.0065 2.8233 0.0358 -0.20 0.28 0.46
C 3.0619 -0.9515 0.7577 0.15 -0.58 0.24
C 1.2840 -0.7597 -3.0573 -0.34 -0.34 -0.43
C -2.8541 4.4945 -0.2363 -0.27 -0.38 0.30
H 3.3893 0.0831 0.7657 -0.08 0.06 -0.03
H -3.2693 -2.7308 1.1853 0.05 -0.12 -0.30
H 7.3714 -0.6741 -0.0912 0.03 -0.13 -0.17
H 1.2098 -0.6244 1.6183 -0.08 0.08 0.02
H -1.1772 -1.8348 0.4742 0.15 -0.09 0.12
H -5.5103 -2.5823 1.7004 -0.07 -0.02 -0.03
H -1.2772 2.6273 -0.9945 0.18 -0.07 -0.08
H 5.5451 -0.6418 1.5088 -0.17 -0.01 -0.03
H 6.1043 -2.1098 2.2667 -0.07 0.04 0.03
H -0.2185 3.5771 0.0049 -0.03 0.04 0.03
H 5.6925 -2.9361 -0.3821 -0.01 -0.06 -0.02
H 4.6824 -3.3159 0.9984 0.04 -0.02 0.01
H -2.5005 0.9747 -0.7381 -0.17 -0.11 -0.09
H 2.8648 1.8409 -1.7190 0.05 0.06 0.11
H -2.4991 1.6104 2.6983 -0.15 0.12 0.22
H 1.3270 3.1141 2.4460 -0.05 0.14 -0.30
H -3.1426 0.2882 1.1029 0.10 0.08 0.00
H 1.2174 -2.0828 0.7051 0.03 -0.05 -0.20
H 3.3083 -2.5068 -0.7762 -0.14 0.03 0.02
H 1.4340 1.1842 3.5988 0.05 -0.11 0.01
H -6.9691 -0.6468 0.9935 0.08 0.15 0.08
H -6.3281 -2.8053 -0.5203 -0.08 -0.04 0.00
H -7.3994 -1.5440 -1.1187 0.02 0.08 -0.09
H 0.8055 1.5878 -1.5059 0.09 -0.07 -0.10
H -3.0020 2.6715 0.8384 0.00 0.02 0.32
H 4.3014 -1.0879 -1.0038 -0.20 0.00 -0.10
H -3.6388 5.0323 0.2965 0.09 0.19 -0.05
H -3.3474 4.0004 -1.0763 0.17 0.09 -0.17
H 7.8310 -2.3336 0.3914 -0.03 0.00 -0.14
H 1.3494 -2.1492 -1.4811 0.01 -0.01 0.04
H -5.6899 -1.5556 -1.5748 -0.06 -0.05 -0.10
H -0.6683 -0.9147 1.8909 0.14 -0.08 0.00
H -2.2303 -0.7200 -1.1751 -0.07 0.05 0.09
H -3.7337 -1.7418 -0.2329 0.11 -0.28 -0.07
H 3.3094 -1.3232 1.7599 -0.11 -0.08 0.01
H -2.0105 3.9070 1.6546 0.05 -0.22 0.13
H -2.1079 5.1933 -0.6099 -0.02 0.08 -0.01
H -0.2402 -1.5968 -1.8889 -0.04 -0.08 0.12
H -2.8003 -0.7232 2.4714 0.09 0.09 0.02
H 0.7884 -1.3421 -3.8376 0.07 -0.06 -0.02
H -5.0335 -1.0288 2.3599 0.03 -0.09 0.07
H 8.0399 -0.9968 1.5024 0.04 0.08 -0.07
H 1.0326 0.2818 -3.2593 0.16 0.07 0.09
H -5.5733 0.0373 0.1408 -0.13 0.16 0.11
H 2.8210 0.3250 -4.7569 -0.28 0.07 0.01
```
Positions in Å, forces in eV/Å.

## Properties
DFT total energy ... -2324.4856 hartree
M ... 526.1 g mol⁻¹
Kohn-Sham gap ... 9.59 eV
E_LUMO ... 0.18 eV
SMILES ... CCCCCC[C@]1(CCOC=O)[C@H](O)O[C@](CCC)(P(=N)(O)O)[C@@]1(CCCCCC)CC(=O)Cl

Atom charges from the Mulliken analysis, given in e for atoms 1 to 6: -0.198, 0.555, -0.469, -0.494, -0.306, -0.417

DFT (the ωB97M-V functional and the def2-TZVPD basis) results for C24H45CrNP2Si as an isolated structure.

```
74
Properties=species:S:1:pos:R:3:forces:R:3
Cr 2.1050 -0.2510 0.6373 -1.07 -0.99 1.16
P 0.9698 1.3668 -1.7893 -2.36 0.93 -0.10
P 0.3002 -2.3063 -1.7500 -0.49 -1.12 -0.93
Si 2.4042 1.1793 3.2457 -1.69 -0.02 -0.11
N 1.1457 0.4467 2.2722 1.96 -0.40 -0.63
C 4.0372 0.6543 2.5817 0.92 -0.02 -0.21
C -2.2748 0.7161 -0.5680 -1.18 1.24 1.88
C -0.1216 0.3079 2.7791 -0.39 0.04 0.19
C -2.3565 -0.6357 2.6177 0.24 0.13 0.82
C 1.2755 0.1225 -3.1015 0.75 0.24 -0.51
C 1.9556 -2.8727 -1.4101 0.81 0.13 -0.73
C -2.4363 1.4619 -1.8874 1.22 0.35 0.13
C -2.2027 -1.7672 -1.1297 0.96 -1.26 1.06
C -3.0068 -1.6480 -2.1841 -2.29 -0.99 -2.67
C -0.6311 1.2950 3.6484 -0.19 0.03 -0.15
C 2.7881 -2.2022 1.2038 0.28 -0.79 0.85
C -2.8462 0.4375 3.3702 -0.51 0.19 0.04
C 2.2648 0.7001 5.0218 0.18 -0.23 0.66
C 0.4596 2.7498 -2.9964 0.30 0.07 0.49
C -1.9696 1.3637 3.9623 -0.26 -0.61 -0.37
C -0.4118 -3.7787 -2.7109 0.51 0.16 0.05
C -4.2858 -0.8817 -2.0419 0.04 1.42 0.42
C -4.3641 0.3949 -2.8716 -1.44 -0.06 0.81
C 2.2759 3.0403 3.2381 0.35 0.54 -0.07
C -3.0002 0.9988 -3.0135 -0.80 0.10 -0.06
C 2.4168 2.2063 -1.0756 0.68 0.12 -0.41
C 0.3720 -1.0849 -3.1755 -0.85 -1.60 0.87
C -1.4545 -0.6004 -0.6201 -1.53 2.44 1.11
C -0.9631 -0.7640 2.4592 -1.12 -0.10 0.19
H 3.1852 0.9786 5.5476 -0.06 -0.04 0.02
H 2.1128 -2.5243 2.0036 0.07 0.55 0.66
H 1.4411 3.4841 3.7932 0.16 -0.32 -0.02
H 4.1606 -0.4096 2.3697 -0.21 0.09 0.10
H -4.3290 -0.5800 -0.9987 -0.10 -0.03 0.00
H 4.3566 1.2159 1.7004 0.05 0.07 -0.11
H 2.4507 -2.0042 -0.8935 -0.20 -1.35 -0.70
H -5.1820 -1.5268 -2.1062 0.63 -0.12 -0.51
H 2.0930 2.7156 -0.1480 0.08 -0.47 -0.34
H 0.1257 -3.8677 -3.6762 -0.48 -0.01 0.29
H -3.0463 -1.4034 2.2084 0.57 0.56 0.40
H -0.6987 -0.8491 -3.2578 0.12 0.59 0.09
H 1.8109 -3.7080 -0.7053 0.19 0.60 -0.21
H -0.6299 -0.2156 -1.2409 -0.63 -1.03 0.09
H 0.4986 -1.7219 -4.0495 0.73 0.34 -0.35
H 3.1943 1.4485 -0.8411 0.09 0.66 -0.10
H 1.3851 2.9641 -3.5613 -0.40 -0.04 -0.01
H 2.5902 -3.2475 -2.2041 0.15 0.02 -0.53
H -3.2356 0.5169 -0.0749 0.08 0.19 0.06
H -2.3375 2.1307 4.6429 0.01 -0.15 -0.24
H 3.8132 -2.3774 1.5625 0.03 0.76 0.47
H 1.0943 0.6441 -4.0396 0.59 0.14 -0.16
H 0.0532 2.0312 4.0381 -0.13 0.12 -0.05
H -0.3577 2.4954 -3.6935 0.42 -0.20 0.47
H 2.3304 -0.1309 -3.0146 0.23 -0.40 -0.39
H -2.9782 -2.2333 -3.1475 -0.38 -0.81 1.57
H 0.1735 3.6758 -2.4770 0.07 -0.32 0.02
H 3.1947 3.3811 3.7213 0.09 0.33 -0.01
H -3.9177 0.5826 3.5322 0.29 -0.26 -0.11
H -0.5926 -1.7178 2.1045 0.37 0.25 -0.44
H -5.0606 0.3048 -3.7255 1.08 -0.03 -0.27
H -0.2069 -4.7133 -2.1586 -0.14 0.43 -0.04
H -2.1799 -2.7318 -0.5844 1.54 0.14 -1.04
H 2.7692 2.9906 -1.7601 0.53 -0.34 0.22
H 2.2352 3.4852 2.2387 0.13 -0.10 0.00
H -2.0476 2.4935 -1.9107 1.15 -0.92 -0.25
H 4.7704 0.8850 3.3596 0.10 0.12 -0.01
H -1.7680 1.4082 0.1566 -0.23 -0.55 -0.67
H -2.5857 1.1339 -3.9956 -0.25 1.29 -0.45
H -4.8746 1.1621 -2.2377 -0.06 -0.65 -0.53
H 2.7264 -3.1214 0.6318 -0.06 0.47 -0.39
H 2.1027 -0.3694 5.1714 0.06 -0.02 -0.07
H 1.4403 1.2170 5.5141 0.05 -0.01 0.00
H -1.0167 -0.8527 0.3444 -0.14 0.54 -0.23
H -1.5086 -3.6879 -2.8507 0.80 -0.04 -0.04
```
Positions in Å, forces in eV/Å.

## Properties
Spin multiplicity ... 5
DFT total energy ... -3012.5582 hartree
M ... 489.7 g mol⁻¹
Kohn-Sham gap (spin up / spin down) ... 6.65 / 6.78 eV
⟨S²⟩ ... 6.078
E_LUMO (spin up / spin down) ... -0.21 / -0.06 eV

Atom charges from the Mulliken analysis, given in e for atoms 1 to 6: 0.440, 1.114, 1.039, 0.044, 0.336, -1.228

Q: Which formula does entry 2 have?
A: C24H45CrNP2Si

Q: Look up the M of the first one.
A: 526.1 g mol⁻¹